# 1
Molecular formula: CH2ClO2P
Method: DFT, ωB97M-V/def2-TZVPD

## Properties
Multiplicity: 1
SMILES string: O1C2OP12.Cl
HOMO-LUMO gap (spin up / spin down): 0.289 / 0.289 Ha
Calculated total energy: -26973.342 eV
Max |F|: 2.4 eV/Å
Net charge: 0
ΔE to the lowest compared entry with this formula, charge and spin: 55.5 kcal per mole
Highest occupied orbital energy (spin up / spin down): -7.513 / -7.513 eV

Each line ends with the Löwdin charge.
Atoms and positions in Å:
Cl1 1.639 -0.903 3.046  0.272
P1 -0.107 -0.791 -0.144  0.881
O1 0.115 -0.471 -1.853  -0.322
O2 -1.176 0.439 -0.540  -0.341
C1 -0.887 0.447 -1.823  -0.364
H1 1.479 -0.001 3.885  -0.284
H2 -1.063 1.279 -2.571  0.158

***

# 2
Molecular formula: C5H13N2
Method: DFT, ωB97M-V/def2-TZVPD

## Properties
Multiplicity: 1
SMILES string: C=C(N)C[C@@H](C)[NH3+]
HOMO-LUMO gap: 0.362 Ha
Calculated total energy: -8368.716 eV
Max |F|: 4.1 eV/Å
Net charge: +1
ΔE to the lowest compared entry with this formula, charge and spin: 48.3 kcal per mole
Highest occupied orbital energy: -13.118 eV

Each line ends with the Löwdin charge.
Atoms and positions in Å:
N1 -1.037 -0.671 -1.076  0.198
N2 1.929 0.152 -0.792  0.104
C1 0.114 0.201 0.876  -0.137
C2 -1.678 -1.504 1.232  -0.065
C3 0.674 2.263 -0.359  0.062
C4 0.918 0.984 -0.198  -0.420
C5 -0.604 -0.982 0.350  -0.422
H1 -0.090 -0.760 -1.529  0.159
H2 1.188 3.023 -0.956  0.084
H3 2.451 -0.268 -0.066  0.084
H4 -1.165 -1.928 2.195  0.136
H5 2.513 0.673 -1.409  0.091
H6 -0.178 2.695 0.165  0.071
H7 -1.775 -1.365 -1.330  0.182
H8 0.059 -1.855 0.163  0.161
H9 -1.419 0.322 -1.182  0.198
H10 -2.070 -2.485 0.785  0.111
H11 0.751 -0.194 1.795  0.180
H12 -2.526 -0.953 1.650  0.093
H13 -0.531 0.953 1.384  0.131

***

# 3
Molecular formula: C36H78N5O10P
Method: DFT, ωB97M-V/def2-TZVPD

## Properties
Multiplicity: 1
SMILES string: CCC[C@@H](COC)O[C@@](CCN)([C@H](CC)O[C@@H](CCCCOC=O)CCCOC)P(C)C.CNC(C)=O.CNC(C)=O.CNC(C)=O.CNC(C)=O
HOMO-LUMO gap: 0.284 Ha
Calculated total energy: -75809.561 eV
Max |F|: 3.3 eV/Å
Net charge: 0
ΔE to the lowest compared entry with this formula, charge and spin: 12.0 kcal per mole
Highest occupied orbital energy: -7.429 eV

Each line ends with the Löwdin charge.
Atoms and positions in Å:
P1 3.546 1.761 0.188  1.036
O1 -1.250 -2.543 -3.713  -0.217
O2 1.939 2.073 5.759  0.026
O3 -4.190 -0.641 3.584  -0.093
O4 1.565 4.163 -2.738  0.019
O5 -0.724 -8.185 -6.904  0.031
O6 3.588 -3.205 -1.238  -0.166
O7 0.411 -0.870 -0.279  -0.072
O8 -3.603 -1.987 5.333  0.078
O9 3.193 -0.969 0.266  -0.085
O10 -7.923 4.541 3.908  0.027
N1 0.467 5.710 -3.931  0.010
N2 1.274 4.211 5.873  0.007
N3 4.569 1.009 -2.902  -0.010
N4 -1.705 -6.817 -5.421  0.009
N5 -7.076 2.551 4.504  0.008
C1 5.558 -0.857 0.950  -0.156
C2 -0.962 -0.906 0.066  -0.323
C3 -0.273 -2.782 -2.690  -0.219
C4 4.035 1.729 1.970  -0.275
C5 2.727 -3.952 -0.410  -0.099
C6 1.167 2.899 6.215  -0.556
C7 -4.124 -1.846 4.226  -0.303
C8 -3.132 0.546 0.139  -0.173
C9 1.091 0.233 1.812  -0.150
C10 2.438 0.099 -1.835  -0.132
C11 2.450 3.244 0.039  -0.269
C12 3.132 1.123 -2.748  -0.305
C13 0.452 5.325 6.308  -0.078
C14 -3.200 -0.521 2.514  -0.151
C15 -1.747 -1.747 -0.939  -0.122
C16 6.985 -2.831 1.849  -0.100
C17 4.685 -2.682 -0.523  -0.160
C18 -0.581 6.226 -4.793  -0.074
C19 -1.614 0.482 0.217  -0.139
C20 -8.765 2.638 2.729  -0.014
C21 6.893 -1.609 0.913  -0.238
C22 0.742 1.595 2.443  -0.086
C23 -7.897 3.331 3.753  -0.560
C24 -6.909 1.107 4.457  -0.067
C25 -2.479 -5.668 -4.981  -0.067
C26 0.060 2.518 7.170  -0.010
C27 -0.621 -2.344 -4.971  -0.100
C28 1.129 0.221 0.281  -0.307
C29 -0.406 3.417 -3.866  0.000
C30 0.623 4.447 -3.461  -0.530
C31 -1.387 -7.184 -6.691  -0.558
C32 4.533 -1.195 -0.151  -0.307
C33 2.583 0.191 -0.298  -0.476
C34 -1.042 -3.018 -1.408  -0.146
C35 -3.935 -0.220 1.223  -0.151
C36 -1.889 -6.303 -7.812  -0.012
H1 7.640 -0.908 1.279  0.099
H2 0.327 -1.878 -2.583  0.110
H3 -3.501 0.266 -0.842  0.104
H4 1.069 6.068 6.817  0.083
H5 2.031 4.398 5.234  0.136
H6 3.955 0.757 2.439  0.025
H7 6.210 -2.732 2.606  0.070
H8 2.090 -3.279 0.160  0.082
H9 5.086 2.002 2.008  0.028
H10 0.180 3.032 8.125  0.084
H11 -8.152 2.111 1.996  0.079
H12 -0.020 5.800 5.447  0.083
H13 -9.438 1.928 3.210  0.083
H14 -0.454 -1.274 -5.088  0.085
H15 -2.706 -1.486 2.434  0.116
H16 -2.978 -6.259 -7.811  0.083
H17 -7.157 0.681 5.432  0.087
H18 -2.814 -5.070 -5.820  0.071
H19 5.076 1.507 -2.191  0.029
H20 -0.441 -3.462 -0.624  0.111
H21 0.445 2.320 1.693  0.061
H22 -6.526 3.072 5.167  0.138
H23 0.329 -0.454 2.170  0.103
H24 -1.306 0.900 1.173  0.083
H25 -4.779 0.407 1.500  0.107
H26 -5.874 0.864 4.226  0.061
H27 7.208 -1.857 -0.096  0.101
H28 3.275 -4.630 0.245  0.088
H29 -1.341 -7.443 -4.721  0.138
H30 2.858 2.146 -2.519  0.069
H31 2.107 -4.564 -1.055  0.080
H32 0.736 1.169 -0.088  0.105
H33 -1.289 5.446 -5.050  0.071
H34 -7.552 0.663 3.705  0.073
H35 -1.283 -2.717 -5.746  0.075
H36 -1.399 3.706 -3.519  0.085
H37 4.803 -0.620 -1.033  0.114
H38 -1.176 1.136 -0.536  0.124
H39 4.828 -3.282 0.375  0.108
H40 -0.128 1.480 3.089  0.064
H41 2.014 -0.161 2.218  0.100
H42 -0.425 3.295 -4.949  0.087
H43 1.386 0.107 -2.109  0.100
H44 4.882 0.058 -3.000  0.057
H45 -0.145 6.621 -5.712  0.084
H46 -1.114 7.033 -4.289  0.083
H47 -0.322 4.990 6.989  0.070
H48 -1.819 -3.745 -1.648  0.112
H49 1.531 1.978 3.078  0.041
H50 -0.915 2.765 6.749  0.083
H51 0.107 1.448 7.341  0.083
H52 -1.953 -1.117 -1.802  0.122
H53 5.555 -2.799 -1.163  0.129
H54 -2.517 0.261 2.816  0.125
H55 -3.394 1.597 0.246  0.111
H56 -4.359 -1.120 0.787  0.107
H57 -2.691 -2.039 -0.491  0.110
H58 -9.357 3.389 2.215  0.081
H59 5.065 -0.939 1.915  0.110
H60 3.507 2.476 2.555  0.021
H61 1.655 3.040 -0.664  0.011
H62 6.829 -3.772 1.334  0.061
H63 -0.139 2.467 -3.412  0.073
H64 -1.053 -1.415 1.034  0.128
H65 -1.864 -5.047 -4.328  0.068
H66 0.320 -3.640 -3.001  0.119
H67 3.055 4.036 -0.389  0.030
H68 7.925 -2.824 2.388  0.064
H69 -1.556 -6.724 -8.755  0.081
H70 2.802 -0.878 -2.149  0.116
H71 5.802 0.196 0.826  0.078
H72 2.707 0.953 -3.742  0.105
H73 -1.488 -5.293 -7.717  0.078
H74 2.077 3.602 0.994  0.024
H75 -3.350 -6.014 -4.420  0.084
H76 -4.605 -2.696 3.721  0.148
H77 1.187 6.343 -3.625  0.141
H78 0.318 -2.891 -5.033  0.086

***

# 4
Molecular formula: C21H31F5MgOP2
Method: DFT, ωB97M-V/def2-TZVPD

## Properties
Multiplicity: 1
HOMO-LUMO gap: 0.151 Ha
Calculated total energy: -61929.151 eV
Max |F|: 5.0 eV/Å
Net charge: 0
ΔE to the lowest compared entry with this formula, charge and spin: 27.2 kcal per mole
Highest occupied orbital energy: -4.519 eV

Each line ends with the Löwdin charge.
Atoms and positions in Å:
P1 -3.420 -4.331 -1.920  0.926
P2 -0.488 -5.756 0.578  0.766
Mg1 0.813 0.711 -0.613  0.880
F1 2.346 2.084 -0.895  -0.012
F2 2.306 0.783 3.754  0.110
F3 4.155 2.748 4.322  0.111
F4 4.248 4.038 -0.260  0.107
F5 5.102 4.343 2.332  0.102
O1 1.461 0.445 1.159  -0.145
C1 4.207 3.384 2.034  -0.139
C2 -0.218 -3.874 1.096  -0.343
C3 -0.196 -3.723 -1.613  -0.206
C4 -3.696 -4.304 -3.701  -0.181
C5 3.753 3.239 0.715  -0.137
C6 -0.340 -6.321 2.303  -0.206
C7 2.790 1.576 2.772  -0.123
C8 3.724 2.557 3.054  -0.121
C9 2.822 2.271 0.446  -0.069
C10 -3.108 -2.365 -0.131  -0.306
C11 -0.945 1.644 -0.812  -0.217
C12 -1.153 -2.530 -1.742  -0.168
C13 2.319 1.395 1.450  -0.291
C14 0.652 -6.944 -0.241  -0.211
C15 0.233 -4.244 -0.247  -0.365
C16 -2.541 -5.864 -1.499  -0.298
C17 -1.245 -2.872 1.537  -0.199
C18 -2.727 -3.044 1.088  -0.290
C19 -2.137 -6.189 -0.034  -0.281
C20 -5.073 -4.423 -1.197  -0.180
C21 -2.687 -2.765 -1.474  -0.474
H1 -1.687 -5.972 -2.190  0.075
H2 1.694 -6.653 -0.054  0.053
H3 0.490 -7.948 0.169  0.034
H4 -3.010 -4.111 1.088  0.055
H5 -1.722 0.884 -0.933  -0.046
H6 -1.068 -2.176 -2.781  0.099
H7 -0.804 -1.690 -1.117  0.083
H8 -0.536 -4.545 -2.257  0.069
H9 -2.915 -5.896 0.690  0.075
H10 0.521 -5.843 2.791  0.055
H11 -3.221 -2.090 -2.173  0.113
H12 -3.906 -3.277 -4.032  0.065
H13 0.739 -3.406 -2.108  0.103
H14 -5.037 -4.673 -0.127  0.060
H15 -0.188 -7.409 2.325  0.032
H16 -0.869 2.288 -1.695  -0.041
H17 -1.090 2.228 0.102  -0.018
H18 1.314 -4.445 -0.279  0.102
H19 -4.564 -4.941 -3.929  0.053
H20 -1.245 -6.081 2.877  0.058
H21 -0.890 -1.856 1.290  0.098
H22 -3.349 -2.585 1.878  0.105
H23 0.605 -3.875 1.824  0.098
H24 -1.260 -2.906 2.641  0.101
H25 -3.251 -6.646 -1.815  0.094
H26 -5.591 -3.459 -1.307  0.071
H27 -2.810 -4.683 -4.229  0.061
H28 0.489 -6.975 -1.328  0.048
H29 -3.700 -1.452 -0.048  0.054
H30 -5.649 -5.196 -1.727  0.053
H31 -2.113 -7.292 0.020  0.096

***

# 5
Molecular formula: C6H9NO2
Method: DFT, ωB97M-V/def2-TZVPD

## Properties
Multiplicity: 3
HOMO-LUMO gap (spin up / spin down): 0.258 / 0.288 Ha
Calculated total energy: -11946.675 eV
Max |F|: 6.4 eV/Å
Net charge: 0
ΔE to the lowest compared entry with this formula, charge and spin: 32.0 kcal per mole
Highest occupied orbital energy (spin up / spin down): -6.394 / -11.142 eV

Each line ends with the Löwdin spin population.
Atoms and positions in Å:
O1 0.528 1.926 -2.198  0.029
O2 0.280 -2.342 -1.581  0.501
N1 2.520 0.952 0.810  0.190
C1 0.927 -0.169 -0.775  0.525
C2 1.811 0.427 0.090  0.080
C3 0.770 -1.352 -1.245  0.539
C4 -0.009 0.946 -1.372  0.092
C5 -0.841 -1.958 1.920  0.003
C6 -0.610 1.587 -0.053  0.033
H1 -0.721 0.461 -1.998  -0.001
H2 -1.234 2.403 -0.141  0.006
H3 -1.321 -1.039 1.556  0.000
H4 -1.128 -2.547 0.968  0.000
H5 1.251 2.478 -1.829  0.001
H6 -1.263 0.859 0.567  0.002
H7 -1.340 -2.565 2.609  0.000
H8 0.131 1.819 0.618  0.000
H9 0.249 -1.886 2.053  0.001

***

# 6
Molecular formula: C21H30N2O9PS2V
Method: DFT, ωB97M-V/def2-TZVPD

## Properties
Multiplicity: 2
HOMO-LUMO gap (spin up / spin down): 0.262 / 0.279 Ha
Calculated total energy: -100315.686 eV
Max |F|: 0.7 eV/Å
Net charge: +1
ΔE to the lowest compared entry with this formula, charge and spin: 7.0 kcal per mole
Highest occupied orbital energy (spin up / spin down): -11.423 / -11.432 eV

Each line ends with the Löwdin spin population.
Atoms and positions in Å:
V1 0.130 -0.401 0.585  1.081
S1 1.555 1.888 -2.571  0.000
S2 -0.321 3.979 -1.481  0.001
P1 0.883 -2.602 -0.376  -0.002
O1 3.976 4.246 0.605  -0.002
O2 -0.922 -0.968 1.768  -0.056
O3 1.173 4.383 1.486  -0.006
O4 0.097 1.507 1.072  0.000
O5 1.208 -2.591 -1.920  0.000
O6 2.240 -3.103 0.249  -0.002
O7 4.673 1.362 0.232  0.003
O8 1.943 -0.105 0.476  -0.013
O9 -0.081 -3.837 -0.192  -0.004
N1 -0.928 0.326 -1.035  -0.003
N2 2.121 4.424 -2.015  0.000
C1 1.750 5.669 -1.344  0.000
C2 3.268 3.305 0.800  -0.001
C3 1.779 3.384 1.204  -0.002
C4 1.228 3.443 -2.059  0.000
C5 -3.579 -2.116 -3.212  -0.001
C6 -3.983 -1.548 -2.010  0.000
C7 -2.430 -0.032 3.351  -0.002
C8 2.315 1.153 0.729  0.009
C9 -1.835 -0.513 -1.788  0.004
C10 -1.424 -1.066 -2.989  0.000
C11 1.305 2.006 1.054  -0.002
C12 -0.227 -1.025 4.066  -0.001
C13 -2.050 -2.526 3.179  -0.002
C14 -1.490 -3.771 -0.492  0.000
C15 -3.111 -0.743 -1.294  0.000
C16 0.222 5.715 -1.372  0.000
C17 -2.303 -1.870 -3.701  0.000
C18 -1.416 -1.145 3.125  -0.004
C19 2.329 -1.843 -2.452  0.000
C20 2.481 -3.096 1.666  0.001
C21 3.609 1.816 0.548  0.000
H1 -2.419 -2.720 4.185  0.000
H2 3.080 4.223 -2.262  0.000
H3 0.264 -0.059 3.940  0.000
H4 -0.182 6.165 -0.470  0.000
H5 -0.435 -0.855 -3.374  0.000
H6 -1.960 -2.965 0.071  0.000
H7 -2.891 -2.589 2.487  0.000
H8 -4.982 -1.724 -1.634  0.000
H9 3.557 -3.129 1.798  0.000
H10 2.181 6.518 -1.870  0.000
H11 -3.421 -0.291 -0.358  0.000
H12 2.020 -3.971 2.121  0.000
H13 2.210 -0.778 -2.255  0.000
H14 2.125 5.656 -0.320  0.000
H15 -0.157 6.237 -2.248  0.000
H16 -4.263 -2.738 -3.773  0.000
H17 2.335 -2.029 -3.521  0.000
H18 -3.261 -0.127 2.650  0.000
H19 -1.992 -2.298 -4.644  0.000
H20 -1.643 -3.622 -1.559  0.000
H21 -0.201 0.750 -1.650  0.001
H22 -1.318 -3.294 2.925  0.000
H23 -0.564 -1.107 5.099  0.000
H24 -1.958 0.942 3.219  0.000
H25 -1.418 1.124 -0.627  0.003
H26 -2.827 -0.096 4.363  0.000
H27 0.489 -1.827 3.881  0.000
H28 3.255 -2.196 -2.003  0.000
H29 -1.908 -4.725 -0.186  0.000
H30 2.096 -2.183 2.122  0.001